Entry 1:
# C8H8N4O4

2 unconnected molecules or ions with the total composition C8H8N4O4 (the ωB97M-V functional and the def2-TZVPD basis, the OMol25 dataset).

XYZ file:
```
24
C8H8N4O4 the ωB97M-V functional and the def2-TZVPD basis
O 0.85 -1.26 -1.34
C 1.84 -0.96 -0.65
C 2.50 -1.71 0.36
C 3.40 -1.13 1.19
N 3.82 0.14 1.06
C 3.30 0.94 0.01
O 3.74 2.08 -0.14
N 2.39 0.31 -0.80
H 2.27 -2.80 0.56
H 3.77 -1.71 2.03
H 4.49 0.64 1.68
H 2.02 0.90 -1.53
O -2.35 -2.31 -0.34
C -2.74 -1.18 -0.15
C -3.92 -0.79 0.61
C -4.13 0.51 0.96
N -3.29 1.52 0.57
C -2.15 1.31 -0.24
O -1.43 2.21 -0.60
N -1.99 -0.02 -0.56
H -4.60 -1.52 0.97
H -4.96 0.83 1.60
H -3.58 2.48 0.65
H -1.11 -0.23 -1.07
```

Results
HOMO: -9.30 eV
total charge: 0
frontier orbital gap: 9.765 eV
electronic energy: -22578.101 eV
energy above the lowest of the compared OMol25 structures with the same formula, charge and spin: 80.0 kJ/mol

---

Entry 2:
# C25H44GaN3O2SSeSi3

A molecular structure, C25H44GaN3O2SSeSi3 (the ωB97M-V functional and the def2-TZVPD basis, the OMol25 dataset).

XYZ file:
```
80
C25H44GaN3O2SSeSi3 the ωB97M-V functional and the def2-TZVPD basis
Ga -0.03 -0.11 0.50
C -3.61 1.46 -0.26
Si -3.29 -0.18 0.63
C -4.87 -1.13 0.34
C -3.18 0.14 2.48
C -1.70 -1.11 0.01
Si -1.90 -1.61 -1.84
C -3.05 -3.09 -1.95
C -0.30 -2.13 -2.65
C -2.54 -0.21 -2.90
Si -1.37 -2.61 1.12
C -2.86 -3.47 1.83
C -0.29 -3.98 0.43
C -0.40 -1.85 2.60
C -0.24 -2.49 3.83
C 0.38 -1.85 4.88
C 0.84 -0.55 4.71
C 0.70 0.04 3.47
N 0.10 -0.60 2.45
H -3.78 2.28 0.45
H -4.54 1.38 -0.82
H -2.87 1.76 -1.00
H -5.65 -0.65 0.94
H -4.83 -2.17 0.63
H -5.19 -1.08 -0.70
H -4.01 0.77 2.78
H -2.26 0.62 2.80
H -3.27 -0.79 3.05
H -2.62 -3.97 -1.49
H -3.21 -3.33 -3.00
H -4.02 -2.92 -1.51
H 0.18 -2.95 -2.13
H 0.39 -1.30 -2.73
H -0.54 -2.47 -3.66
H -3.58 0.06 -2.71
H -2.47 -0.52 -3.94
H -1.93 0.69 -2.80
H -3.44 -3.93 1.02
H -3.53 -2.84 2.41
H -2.52 -4.29 2.47
H -0.77 -4.50 -0.40
H -0.13 -4.72 1.22
H 0.68 -3.62 0.11
H -0.63 -3.49 3.96
H 0.49 -2.34 5.84
H 1.31 0.00 5.51
H 1.05 1.04 3.27
Se 1.24 2.76 -0.76
N 1.48 1.31 0.29
C 2.76 1.28 0.66
C 3.40 0.32 1.50
C 4.73 0.47 1.77
C 5.51 1.54 1.24
C 4.95 2.47 0.43
C 3.56 2.36 0.12
N 2.92 3.21 -0.66
H 2.85 -0.50 1.92
H 5.21 -0.25 2.42
H 6.56 1.60 1.49
H 5.51 3.30 0.01
O 1.41 -1.31 -0.29
S 2.83 -1.85 -0.48
C 2.83 -3.25 -1.61
C 4.25 -3.16 -2.16
C 4.43 -1.72 -2.66
C 3.65 -0.79 -1.71
H 2.08 -3.07 -2.37
H 2.62 -4.16 -1.06
H 4.39 -3.89 -2.96
H 4.98 -3.39 -1.38
H 4.03 -1.62 -3.67
H 5.48 -1.44 -2.69
H 2.84 -0.25 -2.19
H 4.29 -0.09 -1.18
C -1.13 2.97 1.94
O -1.00 2.02 0.87
H -2.07 2.83 2.47
H -1.07 3.99 1.54
H -0.31 2.81 2.64
H -1.82 2.04 0.36
```

Results
HOMO: -14.77 eV
total charge: +2
frontier orbital gap: 7.891 eV
electronic energy: -187384.978 eV
energy above the lowest of the compared OMol25 structures with the same formula, charge and spin: 34.8 kJ/mol

---

Entry 3:
# C6H16O14P2PtS2

A molecular structure, C6H16O14P2PtS2 (the ωB97M-V functional and the def2-TZVPD basis, the OMol25 dataset).

XYZ file:
```
41
C6H16O14P2PtS2 the ωB97M-V functional and the def2-TZVPD basis
Pt 6.09 13.55 6.90
P 6.81 11.70 5.14
O 5.58 12.65 5.35
O 7.46 12.05 3.87
O 5.95 10.38 5.29
O 7.93 12.34 6.33
P 6.37 15.09 9.69
O 5.74 13.97 10.52
O 5.75 15.01 8.16
O 7.86 14.94 9.68
O 5.81 16.31 10.25
O 6.00 9.78 13.03
S 7.15 9.72 12.18
O 8.34 9.08 12.69
O 6.85 8.80 10.85
C 5.74 9.30 10.05
C 5.07 8.09 9.62
C 7.52 11.38 11.46
H 6.05 9.99 9.29
H 5.16 9.78 10.80
H 4.64 7.64 10.52
H 5.76 7.48 9.03
H 4.37 8.38 8.83
H 7.99 11.24 10.46
H 8.10 11.95 12.17
H 6.55 11.89 11.27
O 7.22 19.55 5.25
S 7.37 18.84 6.51
O 8.65 18.81 7.12
O 6.34 19.59 7.42
C 6.00 19.14 8.81
C 4.69 19.86 9.10
C 6.70 17.22 6.37
H 6.97 19.37 9.37
H 5.86 18.06 8.95
H 4.24 19.65 10.09
H 3.95 19.62 8.34
H 4.78 20.98 8.99
H 5.66 17.15 6.25
H 6.92 16.68 7.26
H 7.23 16.66 5.59
```

Results
HOMO (alpha / beta): 5.08 / 5.02 eV
total charge: -4
expectation value of S²: 2.010
frontier orbital gap (alpha / beta): 2.503 / 2.564 eV
2S+1: 3
electronic energy: -78633.964 eV

---

Entry 4:
# C2H6O2

C2H6O2 in the gas phase (the ωB97M-V functional and the def2-TZVPD basis, the OMol25 dataset).

XYZ file:
```
10
C2H6O2 the ωB97M-V functional and the def2-TZVPD basis
O -1.24 1.23 -0.12
C -0.85 -0.13 -0.08
C 0.79 -0.68 0.48
O 1.27 0.39 -0.32
H -1.10 1.65 -0.99
H -1.53 -0.62 0.59
H -0.81 -0.51 -1.11
H 1.58 -0.78 1.31
H 0.91 -1.68 0.01
H 0.97 1.13 0.24
```

Results
HOMO: -9.19 eV
total charge: 0
frontier orbital gap: 10.075 eV
electronic energy: -6263.125 eV
energy above the lowest of the compared OMol25 structures with the same formula, charge and spin: 302.0 kJ/mol

---

Entry 5:
# C3H7N2O2

A gas-phase ion, C3H7N2O2 (charge +1) (the ωB97M-V functional and the def2-TZVPD basis, the OMol25 dataset).

XYZ file:
```
14
C3H7N2O2 the ωB97M-V functional and the def2-TZVPD basis
O -1.79 -2.62 -1.52
N -1.67 -1.41 -0.60
C -0.71 -0.48 -0.18
N 0.63 -0.39 -0.49
C 1.14 0.75 0.12
C -0.04 1.40 0.80
O -1.25 0.54 0.48
H -2.10 -3.32 -0.88
H -2.64 -1.16 -0.69
H 1.11 -1.12 -0.86
H 1.40 1.32 -0.69
H 1.96 0.54 0.74
H 0.08 1.50 1.81
H -0.27 2.35 0.37
```

Results
HOMO: -15.24 eV
total charge: +1
frontier orbital gap: 11.730 eV
electronic energy: -10289.733 eV
energy above the lowest of the compared OMol25 structures with the same formula, charge and spin: 297.0 kJ/mol

---

Entry 6:
# C7H6N2O5

2 unconnected molecules or ions with the total composition C7H6N2O5 (the ωB97M-V functional and the def2-TZVPD basis, the OMol25 dataset).

XYZ file:
```
20
C7H6N2O5 the ωB97M-V functional and the def2-TZVPD basis
C 1.35 -0.73 -2.42
C 1.48 0.60 -1.90
C 0.69 -1.70 -1.67
C 0.81 0.98 -0.74
C 0.17 -1.33 -0.44
C 0.21 -0.02 0.03
C -0.48 0.28 1.23
N -0.27 -0.54 2.43
N -0.78 1.65 1.56
O -0.61 0.00 3.47
O 0.41 -1.51 2.28
O 0.25 2.25 1.85
O -1.92 2.12 1.53
O -2.61 -0.27 0.59
H 1.66 -0.85 -3.52
H 1.98 1.35 -2.55
H 0.52 -2.76 -2.07
H 0.96 2.11 -0.55
H -0.48 -2.02 0.15
H -3.33 0.38 0.73
```

Results
HOMO (alpha / beta): -9.31 / -10.25 eV
total charge: 0
frontier orbital gap (alpha / beta): 7.181 / 7.812 eV
electronic energy: -20563.556 eV
energy above the lowest of the compared OMol25 structures with the same formula, charge and spin: 385.8 kJ/mol